Record 1
A 2-piece molecular cluster, C18H30Cl2NO5P overall. Source: OMol25; level of theory: the ωB97M-V functional and the def2-TZVPD basis.

CARTESIAN COORDINATES (ANGSTROEM)
1 C 3.73258 -2.12260 -0.46690
2 C 4.22016 -0.63982 -1.02914
3 O 5.18263 0.03988 -0.14153
4 C 2.89641 0.24963 -1.41011
5 O 2.53782 1.28233 -0.41632
6 C 1.08745 1.57493 -0.65068
7 N 0.79936 3.03554 -0.39281
8 P 0.72712 3.44631 1.33856
9 C 1.68739 5.10573 1.68452
10 C -1.12893 3.97493 1.61101
11 C 0.07208 0.51637 0.07632
12 C 0.62261 -0.04197 1.55009
13 O -1.28873 1.01389 0.32290
14 C -1.97909 1.41860 -0.90866
15 C -2.28529 0.20948 -1.97185
16 Cl -4.14862 -0.08585 -2.02542
17 C -1.89356 0.78480 -3.47376
18 C -1.82434 -0.45486 -4.54497
19 Cl -3.17109 2.09337 -3.92025
20 H 2.58830 -2.17880 -0.21983
21 H 4.35052 -2.46549 0.47031
22 H 3.93225 -2.93924 -1.30775
23 H 4.79447 -0.86029 -2.05185
24 H 5.12602 -0.44921 0.75329
25 H 3.10984 0.79853 -2.44716
26 H 2.02517 -0.51779 -1.63272
27 H 0.94308 1.41558 -1.82531
28 H 1.57108 3.62760 -0.80197
29 H 0.96977 5.76619 2.36796
30 H 1.75806 5.65104 0.64069
31 H 2.71982 4.93160 2.20708
32 H -1.20070 5.09279 1.98671
33 H -1.72511 3.21214 2.27147
34 H -1.67015 3.96928 0.54672
35 H 0.05711 -0.45629 -0.61622
36 H -0.17944 0.28262 2.37026
37 H 0.65783 -1.23251 1.57609
38 H 1.63405 0.44359 1.88056
39 H -1.47411 2.28990 -1.50411
40 H -3.04434 1.83549 -0.56766
41 H -1.79283 -0.81965 -1.71063
42 H -0.86350 1.37867 -3.40055
43 H -2.88666 -0.55971 -5.02465
44 H -1.47915 -1.41279 -3.93286
45 H -1.00959 -0.19686 -5.35285
46 C -2.31390 -3.14501 1.39337
47 C -3.36296 -3.56691 2.10597
48 C -3.18943 -4.45446 3.27274
49 O -4.14921 -4.84272 3.92434
50 C -1.81239 -4.85617 3.62229
51 C -0.76333 -4.43427 2.90969
52 C -0.93686 -3.54672 1.74292
53 O 0.02293 -3.15847 1.09132
54 H -2.42373 -2.49437 0.53438
55 H -4.37916 -3.28053 1.86278
56 H -1.70256 -5.50682 4.48128
57 H 0.25287 -4.72066 3.15288

Atoms 1-6, force components in eV/Å:
0.3 -0.5 -0.4
-0.2 -1.0 -0.5
-1.7 -2.1 0.9
0.8 -0.1 -1.3
-2.0 -1.7 -1.4
0.1 0.7 -1.5

Values from the calculation:
LUMO energy (eV): -1.81
SMILES: C[C@H](O)CO[C@H](NP(C)C)[C@@H](C)OC[C@@H](Cl)[C@@H](C)Cl.O=C1C=CC(=O)C=C1
HOMO-LUMO gap (eV): 6.013

Atomic partial charges in e from the natural (NBO) method, atoms 1 to 2: C -0.671; C 0.090

=====

Record 2
A single C14H13N7O molecule. Source: OMol25; level of theory: the ωB97M-V functional and the def2-TZVPD basis.

CARTESIAN COORDINATES (ANGSTROEM)
1 N -3.90724 -3.61802 -1.92888
2 N -1.82229 2.12492 1.17984
3 N -5.46298 -0.37835 0.76574
4 O 2.94184 4.13132 1.67574
5 C -2.93022 -3.03260 -1.68856
6 C -1.50245 1.08154 0.69837
7 C -4.61556 -0.36490 -0.00938
8 N 0.20274 -2.10448 -0.15059
9 C 2.71688 3.58177 0.58721
10 C -0.76430 -2.77035 -0.64572
11 C -0.02231 -0.81024 0.22396
12 C -1.98617 -2.16855 -1.04203
13 C -1.21188 -0.14543 0.01799
14 C -2.20959 -0.77853 -0.68432
15 N -0.33170 -3.96465 -1.05547
16 N 2.43658 2.26158 0.61939
17 N 1.19629 -0.13522 0.41464
18 C -3.48775 -0.06822 -0.98587
19 C 2.06157 1.85335 -0.74583
20 C 2.58668 1.38462 1.83268
21 C 2.00423 0.37452 -0.71816
22 C 1.62349 0.22225 1.82696
23 H 2.64346 4.16650 -0.29671
24 H -0.95156 -4.79341 -1.10731
25 H 0.64450 -4.25006 -0.81960
26 H -3.30704 1.01929 -0.93485
27 H -3.86538 -0.36242 -1.96468
28 H 1.10787 2.30782 -0.95122
29 H 2.77007 2.12820 -1.46523
30 H 2.43783 1.88732 2.78695
31 H 3.63993 1.34654 1.88918
32 H 3.04424 0.01203 -0.51172
33 H 1.55423 0.04108 -1.61562
34 H 0.74352 0.48075 2.36989
35 H 2.02246 -0.65998 2.43322

Atoms 1-6, force components in eV/Å:
1.5 0.4 -0.3
1.3 -4.2 -1.7
0.1 -0.3 -0.2
0.4 0.5 -1.3
-2.2 0.3 0.5
-1.0 4.6 1.3

Values from the calculation:
LUMO energy (eV): -1.00
SMILES: N#CCc1c(C#N)c(N)nc(N2CCN(C=O)CC2)c1C#N
HOMO-LUMO gap (eV): 7.967

Atomic partial charges in e from the natural (NBO) method, atoms 1 to 2: N -0.266; N -0.277

=====

Record 3
C18H26N5O2Ru as an isolated structure. Source: OMol25; level of theory: the ωB97M-V functional and the def2-TZVPD basis.

CARTESIAN COORDINATES (ANGSTROEM)
1 Ru 0.19476 -0.35706 0.31597
2 C 1.97288 -0.87260 -1.94292
3 N 2.04140 -0.06820 -0.69090
4 C 3.11177 -0.61093 0.19491
5 C 2.22297 1.33803 -0.97281
6 C 3.26320 1.75987 -1.77584
7 C 3.41760 3.11083 -2.03570
8 C 2.50504 4.01235 -1.50235
9 C 1.48045 3.59022 -0.68183
10 C 1.32316 2.22317 -0.36923
11 N 0.40486 1.61107 0.48905
12 C -0.39647 2.25222 1.43290
13 C -0.74052 3.61909 1.51306
14 C -1.50431 4.09538 2.55602
15 C -1.95848 3.24559 3.55704
16 C -1.67779 1.89215 3.47594
17 C -0.92399 1.41226 2.42367
18 N -0.63056 0.00495 2.31165
19 C 0.46668 -0.42664 3.22242
20 C -1.82851 -0.83503 2.56009
21 H 2.89521 -0.79440 -2.51995
22 H 1.83988 -1.91882 -1.67944
23 H 1.14470 -0.52010 -2.55605
24 H 4.05340 -0.70664 -0.35068
25 H 3.25971 0.07056 1.02983
26 H 2.81833 -1.59252 0.56047
27 H 3.95884 1.04516 -2.19566
28 H 4.23739 3.45579 -2.65054
29 H 2.59016 5.06546 -1.73222
30 H 0.80743 4.34006 -0.32896
31 H -0.47120 4.31865 0.75229
32 H -1.75762 5.14614 2.58297
33 H -2.53546 3.63117 4.38626
34 H -2.04590 1.21948 4.23878
35 H 0.11735 -0.45714 4.25768
36 H 0.80625 -1.42164 2.94129
37 H 1.28955 0.28214 3.15476
38 H -2.11640 -0.81656 3.61263
39 H -2.65644 -0.46520 1.95896
40 H -1.59918 -1.86374 2.29709
41 C -4.36306 -2.89734 -0.41148
42 O -3.65506 -1.66120 -0.68012
43 C -2.36354 -1.58049 -0.54662
44 O -1.77705 -0.51406 -0.72971
45 N -1.66428 -2.69214 -0.16190
46 N -0.26077 -2.52400 -0.06399
47 H -5.41285 -2.64511 -0.49513
48 H -4.14182 -3.24781 0.59556
49 H -4.11226 -3.64451 -1.16438
50 H -2.01824 -3.62355 -0.32208
51 H 0.15684 -2.76519 -0.96128
52 H 0.08081 -3.18717 0.62539

Atoms 1-6, force components in eV/Å:
-1.1 3.5 0.5
0.2 0.2 -0.1
-0.1 -1.1 -0.6
0.1 0.2 0.0
0.1 0.1 0.0
0.0 0.1 -0.1

Values from the calculation:
LUMO energy (alpha / beta) (eV): -8.19 / -7.93
Net charge: +2
Relative energy (zero: lowest compared OMol25 entry of this formula, charge and spin) (kcal per mole): 37.6
Spin multiplicity: 2
HOMO-LUMO gap (alpha / beta) (eV): 5.613 / 6.001

Atomic partial charges in e from the natural (NBO) method, atoms 1 to 2: Ru 0.979; C -0.410

=====

Record 4
C12H21AlBF4N2O4P as an isolated structure. Source: OMol25; level of theory: the ωB97M-V functional and the def2-TZVPD basis.

CARTESIAN COORDINATES (ANGSTROEM)
1 C -2.77848 -0.26043 -4.28970
2 C -3.70437 0.31982 -3.33756
3 C -3.36908 -0.02829 -1.77619
4 C -1.80716 0.23194 -1.60064
5 C -1.35518 1.72143 -1.88648
6 C 0.12831 2.15266 -1.79156
7 C 1.14188 1.01246 -1.39042
8 O 2.53132 1.26999 -1.30813
9 C 2.83638 2.31805 -0.34752
10 C 2.93474 1.77652 1.18253
11 O 1.64932 1.31466 1.67296
12 C 1.69679 1.10673 3.12509
13 C 2.23938 -0.39040 3.41027
14 C 0.60700 -0.43583 -1.12159
15 B 1.78188 -1.52644 -0.74128
16 N 1.94605 -2.66399 -1.73453
17 O 2.61647 -1.45406 0.41752
18 N -0.82393 -0.78318 -1.20944
19 P -1.43427 -2.40588 -0.85608
20 O -2.53188 -2.27203 0.23201
21 H -2.25757 0.36099 -5.10133
22 H -2.46739 -1.37478 -4.24010
23 H -4.57755 0.97605 -3.66391
24 H -3.72065 -1.09879 -1.61859
25 H -3.93585 0.74846 -1.13724
26 H -2.11891 2.53463 -2.16091
27 H 0.44508 3.22718 -2.00185
28 H 2.16876 3.24309 -0.40926
29 H 3.90629 2.68295 -0.60267
30 H 3.30987 2.67814 1.81099
31 H 3.74216 0.96306 1.19547
32 H 2.35050 1.87568 3.66414
33 H 0.62595 1.16282 3.54463
34 H 3.32548 -0.44196 3.05359
35 H 2.16451 -0.63546 4.53729
36 H 1.55609 -1.11262 2.83949
37 H 1.73921 -3.55608 -1.25929
38 H 1.22745 -2.52769 -2.47733
39 H 3.36531 -2.07616 0.21322
40 H -1.99722 -2.93442 -2.07623
41 H -0.47124 -3.32251 -0.34136
42 F -3.14482 -1.98132 4.63664
43 Al -2.53869 -0.47595 3.91784
44 F -3.77587 0.21004 2.84196
45 F -1.06384 -0.81693 2.98056
46 F -2.16220 0.68784 5.20499

Atoms 1-6, force components in eV/Å:
-1.5 1.1 1.3
2.8 -1.8 -1.4
-0.7 0.1 -1.6
1.7 2.1 0.0
3.4 -1.9 1.1
-2.0 -4.3 0.7

Values from the calculation:
LUMO energy (eV): -2.61
Relative energy (zero: lowest compared OMol25 entry of this formula, charge and spin) (kcal per mole): 143.8
HOMO-LUMO gap (eV): 7.150

Atomic partial charges in e from the natural (NBO) method, atoms 1 to 2: C -0.426; C -0.173

=====

Record 5
C36H53N2OP2PdS as an isolated structure. Source: OMol25; level of theory: the ωB97M-V functional and the def2-TZVPD basis.

CARTESIAN COORDINATES (ANGSTROEM)
1 Pd -0.04549 0.13408 -0.09653
2 C 3.58481 -0.40692 0.75058
3 C 2.64901 -0.76242 1.89768
4 C 3.41021 -1.13132 3.15968
5 P 1.25401 0.58458 1.96338
6 C 1.99671 2.20528 2.53028
7 C 3.29641 2.16778 3.32068
8 C 2.19631 3.08518 1.29668
9 C 0.34911 -0.16852 3.35138
10 C 0.70771 -0.01402 4.67848
11 C 0.10301 -0.76642 5.67548
12 C -0.84649 -1.72502 5.34177
13 C -1.26249 -1.86382 4.03898
14 C -0.71929 -1.04522 3.02168
15 N -1.13969 -1.08792 1.74207
16 C -2.40409 -1.38202 1.39088
17 C -3.52029 -1.20292 2.24308
18 C -4.79819 -1.41792 1.78307
19 C -5.00619 -1.82972 0.47167
20 C -3.92939 -2.00082 -0.38752
21 C -2.63129 -1.78062 0.04147
22 P -1.14009 -1.77412 -1.00462
23 C -1.87689 -1.72232 -2.72122
24 C -0.95149 -1.01002 -3.70462
25 C -2.31759 -3.07352 -3.27842
26 C -0.33989 -3.45312 -0.80153
27 C -0.16099 -3.80932 0.66988
28 C 1.01561 -3.38402 -1.50102
29 H 4.21721 -1.25682 0.49828
30 H 4.23331 0.42788 1.00638
31 H 2.99981 -0.13592 -0.13252
32 H 2.06701 -1.64462 1.58708
33 H 4.09031 -0.34772 3.47338
34 H 4.00351 -2.02222 2.95448
35 H 2.74051 -1.36222 3.98318
36 H 1.20791 2.64078 3.15618
37 H 4.11981 1.78668 2.72328
38 H 3.22671 1.58858 4.23607
39 H 3.54281 3.19038 3.59758
40 H 3.00931 2.69958 0.68338
41 H 2.45001 4.09818 1.60168
42 H 1.28761 3.11698 0.70018
43 H 1.46811 0.70078 4.94668
44 H 0.39501 -0.63182 6.70518
45 H -1.25769 -2.36702 6.10488
46 H -1.97879 -2.62982 3.77308
47 H -3.35749 -0.83352 3.24508
48 H -5.64249 -1.25442 2.43618
49 H -6.00879 -1.99412 0.10697
50 H -4.13419 -2.30072 -1.40262
51 H -2.75219 -1.07362 -2.58702
52 H -0.14389 -1.66032 -4.03373
53 H -0.52609 -0.11122 -3.25072
54 H -1.51439 -0.71072 -4.58733
55 H -1.46089 -3.68632 -3.54772
56 H -2.90299 -2.91532 -4.18193
57 H -2.93189 -3.63152 -2.57652
58 H -0.97549 -4.20502 -1.27882
59 H 0.40911 -3.03062 1.17928
60 H 0.38691 -4.74722 0.75427
61 H -1.11789 -3.93132 1.17598
62 H 1.58511 -2.53172 -1.11773
63 H 0.89581 -3.27162 -2.57692
64 H 1.59011 -4.29042 -1.32102
65 C -1.67309 1.93678 2.02108
66 O -0.42809 1.77868 1.43558
67 H -1.88729 3.01318 2.05998
68 H -1.70559 1.54248 3.04658
69 H -2.47169 1.46398 1.42868
70 C -3.62489 4.07048 -1.85842
71 C -2.44529 3.31748 -2.48782
72 C -2.82039 2.82048 -3.89183
73 C -1.19469 4.20448 -2.55172
74 C -2.17179 2.15038 -1.68162
75 N -2.00819 1.18708 -1.07633
76 H -3.86369 4.94058 -2.46522
77 H -3.38489 4.40468 -0.85193
78 H -4.50089 3.42698 -1.80932
79 H -3.05549 3.67238 -4.52512
80 H -3.68819 2.16748 -3.84332
81 H -1.99359 2.26988 -4.33323
82 H -1.41449 5.10458 -3.12192
83 H -0.37609 3.67698 -3.03832
84 H -0.86969 4.49618 -1.55492
85 S 1.11451 1.54308 -1.72732
86 C 2.61721 0.89938 -2.34552
87 C 3.76211 1.69828 -2.36822
88 C 4.92851 1.20888 -2.92192
89 C 4.96491 -0.06202 -3.47592
90 C 3.82161 -0.84792 -3.47643
91 C 2.65811 -0.38082 -2.90212
92 H 3.72631 2.68648 -1.93962
93 H 5.81231 1.82378 -2.92922
94 H 5.87901 -0.43912 -3.90452
95 H 3.83601 -1.82792 -3.93092
96 H 1.76391 -0.98442 -2.88632

Atoms 1-6, force components in eV/Å:
-1.5 0.4 2.2
-0.2 0.0 -0.2
-0.4 0.2 -1.5
-0.4 0.3 0.4
-0.6 -0.6 2.2
-0.3 0.2 -0.6

Values from the calculation:
LUMO energy (alpha / beta) (eV): -5.26 / -5.12
Net charge: +1
HOMO-LUMO gap (alpha / beta) (eV): 4.218 / 4.372

Atomic partial charges in e from the Löwdin method, atoms 1 to 2: Pd 0.575; C -0.114

=====

Record 6
A single C6H10O molecule. Source: OMol25; level of theory: the ωB97M-V functional and the def2-TZVPD basis.

CARTESIAN COORDINATES (ANGSTROEM)
1 C 1.52582 2.07689 -2.15411
2 C 0.21846 1.98504 -1.35852
3 C 0.37512 1.18344 -0.09998
4 C 0.16460 -0.13919 -0.07930
5 C 0.05000 -0.89950 1.13974
6 C -0.55738 -2.10618 1.18059
7 O -1.78476 -2.32777 1.76738
8 H 2.29226 2.60939 -1.59973
9 H 1.77665 1.09699 -2.56447
10 H 1.34151 2.65708 -3.06353
11 H 0.02017 3.02904 -1.08573
12 H -0.64901 1.68655 -1.94882
13 H 0.26348 1.67491 0.86270
14 H -0.19651 -0.58463 -1.00434
15 H -0.00336 -0.30245 2.05223
16 H -0.27999 -2.87734 0.46388
17 H -1.70994 -2.87613 2.56014

Atoms 1-6, force components in eV/Å:
-1.1 -0.2 -1.2
0.6 1.3 0.6
-1.5 -0.5 0.1
1.1 0.1 -0.5
-1.5 0.0 1.1
0.0 0.2 -1.7

Values from the calculation:
LUMO energy (eV): 0.56
Relative energy (zero: lowest compared OMol25 entry of this formula, charge and spin) (kcal per mole): 58.9
SMILES: CC/C=C/C=C/O
HOMO-LUMO gap (eV): 8.410

Atomic partial charges in e from the natural (NBO) method, atoms 1 to 2: C -0.597; C -0.440

=====

Calculated largest force on an atom in order - 3.02; 5.86; 3.72; 6.69; 3.12; 1.89 eV Å⁻¹